92
Properties=species:S:1:pos:R:3 method="wB97M-V/def2-TZVPD" total_charge=0 homo_energy_ev=-7.97 de_lowest_kj_mol=15.6 spin_multiplicity=1 orbital_gap_ev=8.100
Ba -0.019 0.652 -1.062
C -3.018 -3.119 -1.579
C -1.766 -2.911 -2.136
C -0.659 -2.727 -1.313
C -0.814 -2.736 0.068
C -2.071 -2.942 0.625
C -3.170 -3.137 -0.197
H -3.878 -3.270 -2.220
H -1.642 -2.889 -3.211
H 0.322 -2.602 -1.760
H 0.035 -2.602 0.727
H -2.177 -2.958 1.702
H -4.149 -3.304 0.237
O -0.872 2.486 0.876
C -2.139 2.743 1.462
C -2.615 1.616 2.361
C -2.681 0.248 1.674
C -3.537 0.240 0.437
C -4.927 0.255 0.530
C -5.687 0.241 -0.623
C -5.040 0.210 -1.851
C -3.659 0.207 -1.857
N -2.916 0.232 -0.747
H -0.329 1.876 1.439
H -2.844 2.896 0.638
H -2.098 3.676 2.034
H -3.601 1.891 2.751
H -1.946 1.537 3.223
H -3.077 -0.483 2.382
H -1.676 -0.085 1.413
H -5.394 0.267 1.507
H -6.769 0.246 -0.570
H -5.590 0.186 -2.782
H -3.109 0.176 -2.794
C -1.470 2.885 -4.807
As -1.304 3.192 -2.887
C -2.948 4.204 -2.594
C -0.038 4.677 -2.927
H -1.654 3.823 -5.331
H -2.289 2.193 -4.999
H -0.549 2.432 -5.174
H -3.038 5.000 -3.333
H -2.931 4.640 -1.595
H -3.808 3.539 -2.667
H -0.361 5.443 -3.631
H 0.942 4.301 -3.217
H 0.042 5.108 -1.929
O 0.619 0.436 1.384
Si 1.872 -0.304 2.067
C 2.730 0.748 3.362
C 2.646 2.141 3.314
C 3.305 2.937 4.242
C 4.065 2.346 5.241
C 4.159 0.963 5.310
C 3.495 0.175 4.380
C 1.333 -1.908 2.899
C 2.120 -3.060 2.928
C 1.678 -4.222 3.550
C 0.433 -4.252 4.159
C -0.367 -3.116 4.148
C 0.082 -1.963 3.522
C 3.130 -0.741 0.727
C 2.877 -1.774 -0.185
C 3.720 -2.026 -1.258
C 4.853 -1.244 -1.442
C 5.132 -0.224 -0.546
C 4.281 0.023 0.524
H 2.054 2.611 2.536
H 3.228 4.016 4.185
H 4.581 2.962 5.967
H 4.747 0.499 6.092
H 3.570 -0.905 4.453
H 3.092 -3.056 2.446
H 2.304 -5.106 3.555
H 0.086 -5.157 4.642
H -1.338 -3.133 4.628
H -0.553 -1.082 3.509
H 2.017 -2.421 -0.039
H 3.500 -2.829 -1.952
H 5.508 -1.431 -2.284
H 6.015 0.388 -0.685
H 4.515 0.828 1.211
N 0.719 -1.862 -5.135
C 0.909 -0.893 -4.205
O -0.078 -0.419 -3.591
C 2.251 -0.460 -3.954
C 3.355 -1.083 -4.563
N 4.207 -1.643 -5.108
C 2.396 0.591 -3.035
N 2.407 1.466 -2.274
H -0.221 -2.141 -5.344
H 1.482 -2.227 -5.678